Model 1:
C2H6OP2 | ωB97M-V/def2-TZVPD

Calculated values
M: 108.02 Da
HOMO-LUMO gap: 8.10 eV
HOMO energy: -8.75 eV
LUMO energy: -0.651 eV
Net charge: 0

Each line ends with the natural charge from an NBO analysis.
Positions of all 11 atoms, in Å:
C: 2.1708 1.3764 1.3287  -0.267
C: -2.2260 -1.3535 -1.4086  -0.942
O: 1.2119 0.3729 1.2114  -0.773
P: -1.1019 -1.1956 0.1196  0.241
P: -0.0230 0.4612 -0.3201  0.465
H: 1.7425 2.0463 2.0881  0.171
H: 2.2132 2.1334 0.4846  0.172
H: 3.0594 0.6779 1.6365  0.206
H: -2.4088 -0.4488 -2.0273  0.244
H: -1.6124 -2.0726 -2.0887  0.240
H: -3.0257 -1.9976 -1.0241  0.243



Model 2:
C2H6OP2 | ωB97M-V/def2-TZVPD

Calculated values
M: 108.02 Da
HOMO-LUMO gap (spin up / spin down): 7.09 / 7.80 eV
HOMO energy (spin up / spin down): -7.98 / -8.84 eV
LUMO energy (spin up / spin down): -0.897 / -1.040 eV
Net charge: 0

Each line ends with the natural charge from an NBO analysis.
Positions of all 11 atoms, in Å:
C: -0.2597 -1.7118 2.7619  -0.841
C: -0.2779 1.6463 -1.4745  -0.239
O: -0.5171 1.2567 -0.1616  -0.823
P: -1.2025 -0.8524 1.7656  0.389
P: 0.3696 0.1792 0.7406  0.617
H: -0.6926 -2.4575 3.4740  0.230
H: 0.7563 -1.7633 2.9706  0.211
H: -1.0097 2.4094 -1.5625  0.206
H: -0.5805 0.7919 -2.0954  0.184
H: 0.7679 1.7375 -1.5868  0.186
H: 0.5574 -1.1314 -1.4798  -0.121



Energy comparison, zero being the most stable, in kcal/mol: model 1 0.0; model 2 55.9.



Model 1:
C3H8S | ωB97M-V/def2-TZVPD

Calculated values
M: 76.16 Da
HOMO-LUMO gap: 10.09 eV
HOMO energy: -9.07 eV
LUMO energy: 1.014 eV
SMILES: CCCS
Net charge: 0

Each line ends with the natural charge from an NBO analysis.
Positions of all 12 atoms, in Å:
C: 1.6179 -0.0801 0.1583  -0.608
C: 0.2349 0.4181 -0.2685  -0.407
C: -0.8405 -0.5007 -0.0821  -0.500
S: -2.4934 0.2384 -0.1815  -0.068
H: 1.5928 -0.3124 1.2130  0.206
H: 1.8108 -0.9242 -0.4652  0.205
H: 2.3234 0.7204 -0.1540  0.219
H: 0.2248 0.5286 -1.4641  0.188
H: -0.1661 1.2485 0.2172  0.207
H: -0.8124 -1.3257 -0.8422  0.223
H: -0.7544 -0.9590 0.9295  0.206
H: -2.7379 0.9480 0.9395  0.128



Model 2:
C3H8S | ωB97M-V/def2-TZVPD

Calculated values
M: 76.16 Da
HOMO-LUMO gap: 10.18 eV
HOMO energy: -9.27 eV
LUMO energy: 0.909 eV
SMILES: C=CC.S
Net charge: 0

Each line ends with the natural charge from an NBO analysis.
Positions of all 12 atoms, in Å:
C: -0.4660 -1.0799 1.2156  -0.401
C: -0.4810 0.2468 1.0933  -0.169
C: -0.9827 0.9858 -0.1299  -0.653
H: 0.0622 -1.5651 2.0268  0.202
H: -0.7661 -1.7084 0.3837  0.185
H: -0.5030 0.8642 1.9881  0.194
H: -0.4525 1.9261 -0.2824  0.215
H: -1.0186 0.4480 -1.0752  0.209
H: -2.0128 1.2595 0.1246  0.218
S: 2.4617 -1.0176 -1.5789  -0.283
H: 2.7982 0.2913 -1.5055  0.144
H: 1.3606 -0.6507 -2.2601  0.140



Energy comparison, zero being the most stable, in kcal/mol: model 1 0.0; model 2 7.4.



Model 1:
C3H8S | ωB97M-V/def2-TZVPD

Calculated values
M: 76.16 Da
HOMO-LUMO gap: 9.07 eV
HOMO energy: -8.96 eV
LUMO energy: 0.114 eV
Net charge: 0

Each line ends with the natural charge from an NBO analysis.
Positions of all 12 atoms, in Å:
C: 1.4712 0.2238 -0.3609  -0.611
C: -0.0283 0.4690 -0.2155  -0.399
C: -0.6854 -0.7012 0.5599  -0.546
S: -2.4886 -0.8255 0.4652  -0.028
H: 1.9175 1.0609 -0.9108  0.218
H: 1.5831 -0.7389 -0.8620  0.209
H: 1.8730 0.2026 0.6648  0.206
H: -0.2760 1.3590 0.3919  0.207
H: -0.5223 0.4959 -1.2417  0.208
H: -0.3039 -0.7797 1.5863  0.208
H: -0.2335 -1.5986 0.1208  0.202
H: -2.3068 0.8327 -0.1981  0.127



Model 2:
C3H8S | ωB97M-V/def2-TZVPD

Calculated values
M: 76.16 Da
HOMO-LUMO gap: 10.53 eV
HOMO energy: -9.52 eV
LUMO energy: 1.009 eV
SMILES: C=CC.S
Net charge: 0

Each line ends with the natural charge from an NBO analysis.
Positions of all 12 atoms, in Å:
C: -0.7052 0.9173 0.7889  -0.443
C: -0.9729 -0.3984 0.5902  -0.157
C: -1.0795 -0.9925 -0.8114  -0.646
H: -0.6811 1.3723 1.7936  0.204
H: -0.6749 1.5984 -0.0977  0.193
H: -1.1600 -1.0661 1.4809  0.199
H: -0.4911 -1.9109 -0.8210  0.220
H: -0.6673 -0.2316 -1.5451  0.213
H: -2.0971 -1.1771 -0.9917  0.217
S: 3.0621 0.1115 -0.1077  -0.274
H: 3.3068 1.1852 -0.8880  0.145
H: 2.1600 0.5920 0.6089  0.129



Energy comparison, zero being the most stable, in kcal/mol: model 1 13.9; model 2 0.0.



Model 1:
C4H10NOS | ωB97M-V/def2-TZVPD

Calculated values
M: 120.20 Da
HOMO-LUMO gap: 5.81 eV
HOMO energy: -2.71 eV
LUMO energy: 3.103 eV
SMILES: N[C@@H](C[O-])CCS
Net charge: -1

Each line ends with the natural charge from an NBO analysis.
Positions of all 17 atoms, in Å:
N: 1.9528 -1.5476 -0.1227  -0.880
C: 0.5879 -1.2100 0.3521  -0.085
C: 0.7476 -0.6624 1.8240  -0.018
O: 1.9077 -0.0405 2.0466  -0.939
C: 0.0364 -0.1994 -0.6610  -0.414
C: -1.3510 0.3824 -0.3614  -0.511
S: -1.8735 1.6533 -1.5312  -0.078
H: 2.5448 -1.1328 0.6125  0.401
H: 2.0625 -2.5403 0.0378  0.323
H: -0.0186 -2.1222 0.3238  0.143
H: 0.6025 -1.5641 2.4827  0.062
H: -0.1905 -0.0941 2.0503  0.070
H: 0.7193 0.6565 -0.6590  0.215
H: 0.0781 -0.6249 -1.6663  0.188
H: -1.4193 0.8698 0.6028  0.228
H: -2.0522 -0.4600 -0.3104  0.190
H: -1.3934 1.1250 -2.6641  0.108



Model 2:
C4H10NOS | ωB97M-V/def2-TZVPD

Calculated values
M: 120.20 Da
HOMO-LUMO gap: 5.71 eV
HOMO energy: -2.52 eV
LUMO energy: 3.181 eV
SMILES: N[C@@H](C[O-])CCS
Net charge: -1

Each line ends with the natural charge from an NBO analysis.
Positions of all 17 atoms, in Å:
N: 0.2427 1.9339 0.3385  -0.881
C: 0.8970 0.7484 -0.1675  -0.084
C: 1.3338 -0.1486 1.0202  -0.073
O: 0.4340 -0.0730 2.0754  -0.986
C: 0.0827 -0.2186 -1.0304  -0.434
C: -1.1215 -0.9108 -0.3130  -0.451
S: -2.3627 -1.3735 -1.6544  -0.153
H: -0.2994 1.4830 1.1059  0.393
H: 0.8613 2.4084 0.9960  0.346
H: 1.7921 0.9975 -0.7702  0.158
H: 2.2426 0.2097 1.6023  0.106
H: 1.5981 -1.1510 0.6324  0.090
H: -0.4914 0.4499 -1.7161  0.196
H: 0.6374 -0.7749 -1.7867  0.210
H: -1.7069 -0.4437 0.4531  0.244
H: -0.7092 -1.8550 0.0589  0.210
H: -3.4306 -1.2816 -0.8445  0.111



Energy comparison, zero being the most stable, in kcal/mol: model 1 0.0; model 2 22.2.